Here is a molecular structure, C26H21N5O4RuS2 from OMol25. Energies are from ωB97M-V/def2-TZVPD.

Atoms and positions in Å:
Ru1 -0.59 0.26 -0.20
O1 -3.98 3.24 1.30
C1 -3.16 2.21 1.00
O2 -2.04 2.08 1.45
C2 -3.77 1.20 0.08
C3 -5.07 1.29 -0.39
C4 -5.55 0.23 -1.16
C5 -4.74 -0.87 -1.38
C6 -3.45 -0.88 -0.86
N1 -2.97 0.16 -0.19
C7 -2.54 -2.11 -0.93
O3 -2.99 -3.10 -1.49
O4 -1.44 -1.96 -0.33
H1 -3.47 3.85 1.85
H2 -5.68 2.15 -0.14
H3 -6.55 0.27 -1.56
H4 -5.06 -1.74 -1.94
C8 -0.15 -1.44 3.49
C9 0.50 -2.24 2.37
C10 1.91 -1.78 2.04
C11 2.88 -1.84 3.03
C12 4.19 -1.48 2.77
C13 4.54 -1.06 1.50
C14 3.60 -0.98 0.48
C15 4.03 -0.41 -0.85
C16 3.66 1.07 -1.00
C17 2.27 -1.35 0.76
N2 1.28 -1.14 -0.24
C18 1.38 -1.78 -1.36
C19 0.57 -1.43 -2.47
C20 0.44 -2.01 -3.73
C21 -0.54 -1.28 -4.40
C22 -0.96 -0.29 -3.51
N3 -0.29 -0.37 -2.35
H5 -1.15 -1.83 3.71
H6 -0.25 -0.39 3.21
H7 0.43 -1.48 4.42
H8 -0.12 -2.21 1.48
H9 0.54 -3.30 2.64
H10 2.60 -2.19 4.02
H11 4.93 -1.53 3.55
H12 5.56 -0.76 1.28
H13 3.60 -0.96 -1.69
H14 5.11 -0.54 -0.93
H15 2.58 1.20 -1.02
H16 4.07 1.47 -1.92
H17 4.04 1.65 -0.16
H18 2.10 -2.58 -1.47
H19 1.00 -2.86 -4.10
H20 -0.90 -1.43 -5.40
H21 -1.70 0.49 -3.67
S1 -0.62 2.45 -1.42
C23 -0.16 3.55 -0.18
C24 -0.59 4.92 -0.32
N4 -0.96 6.00 -0.43
C25 0.55 3.18 0.92
S2 1.06 1.56 1.22
C26 0.89 4.16 1.92
N5 1.16 4.93 2.73

The largest force on an atom comes out at 0.88 eV Å⁻¹. As for the spin multiplicity: 6. For the energy above the lowest of the compared OMol25 structures with the same formula, charge and spin, the calculation gives 0.00 kJ/mol. The net charge is -1. As for the HOMO energy (spin up / spin down): -5.0 / -5.0 eV. Its lowest unoccupied orbital energy (spin up / spin down) is 1.82 / 1.16 eV. As for the expectation value of S²: 8.77. For the electronic energy, the calculation gives -67197.8549 eV.